This record from the Open Molecules 2025 dataset describes C3H6OS as an isolated structure in a non-equilibrium geometry. The level of theory is ωB97M-V with the def2-TZVPD basis set.

Each line ends with the Löwdin charge.
Geometry (Å):
C -0.30470 -0.93643 -0.78022  -0.113
C 0.81372 -0.51663 0.11076  -0.693
C 0.38828 0.75605 0.79329  -0.524
H 0.01659 -2.01011 -0.66391  0.059
H 0.50537 -0.57275 -1.96690  0.231
H -1.68691 -0.68605 -0.63443  0.186
H -0.30247 0.33685 1.48251  0.065
H 1.20835 1.21548 1.24919  0.056
H -1.96247 1.43297 0.37215  -0.005
O 1.89988 -0.92898 0.27747  0.102
S -0.57564 1.90959 -0.23991  0.636

Properties
* gap between HOMO and LUMO: 9.0 eV
* calculated total energy: -591.1661 Ha
* ΔE to the lowest compared entry with this formula, charge and spin: 104.74 kcal/mol